Below is a cluster of 2 separate species, C10H19N2O4S in total in a non-equilibrium geometry, with properties calculated with ωB97M-V/def2-TZVPD.

Summary:
Kohn-Sham gap: 7.96 eV
Maximum force: 0.0473 Eh/bohr
Multiplicity: 1
Relative energy (zero: lowest compared OMol25 entry of this formula, charge and spin): 0.0 kcal per mole
Net charge: +1
E_HOMO: -11.53 eV
Calculated total energy: -1200.83982 a.u.

Last columns: bonded neighbours and bond lengths (Å).
Atoms and positions in Å:
1 N 3.29328 0.50363 1.52654  C2 1.437, H12 1.009, H13 1.007
2 C 2.29152 0.62183 0.50270  N1 1.437, C3 1.552, H14 1.085, H15 1.081
3 C 1.34788 1.84788 0.62432  C2 1.552, O4 1.422, C5 1.517, H16 1.086
4 O 1.96906 2.78080 1.49898  C3 1.422, H17 0.969
5 C 0.04655 1.39252 1.25781  C3 1.517, C6 1.564, H18 1.088, H19 1.081
6 C -0.88155 0.63594 0.25132  C5 1.564, C7 1.453, C11 1.566, H20 1.073
7 C -1.55715 -0.30149 1.13242  C6 1.453, N8 1.267, H21 1.078
8 N -2.78819 -0.07292 1.32499  C7 1.267, C9 1.469, H22 1.014
9 C -3.26934 1.02443 0.47503  N8 1.469, S10 1.809, C11 1.525, H23 1.082
10 S -4.53569 2.15027 1.10919  C9 1.809, H24 1.343
11 C -2.02581 1.61208 -0.18342  C6 1.566, C9 1.525, H25 1.081, H26 1.076
12 H 2.90726 0.47015 2.45769  N1 1.009
13 H 4.00701 1.20978 1.45076  N1 1.007
14 H 1.69504 -0.28491 0.49256  C2 1.085
15 H 2.81320 0.69452 -0.44128  C2 1.081
16 H 1.18622 2.31264 -0.34414  C3 1.086
17 H 1.46787 3.60698 1.43318  O4 0.969
18 H 0.32296 0.71248 2.06083  C5 1.088
19 H -0.52647 2.18357 1.72041  C5 1.081
20 H -0.38546 0.18015 -0.58416  C6 1.073
21 H -0.93442 -1.05953 1.57928  C7 1.078
22 H -3.33937 -0.61902 1.97777  N8 1.014
23 H -3.81195 0.51254 -0.30823  C9 1.082
24 H -4.22865 2.23795 2.41390  S10 1.343
25 H -2.26460 1.58401 -1.23748  C11 1.081
26 H -1.82492 2.65111 0.01166  C11 1.076
27 C 0.92171 -3.75425 -2.63719  C28 1.513, O32 1.437, H33 1.086, H34 1.090
28 C 1.14395 -2.30357 -3.00643  C27 1.513, O29 1.440, H35 1.090, H36 1.086
29 O 0.57513 -1.61756 -1.87478  C28 1.440, C30 1.354
30 C 0.59730 -2.46569 -0.81991  O29 1.354, O31 1.196, O32 1.338
31 O 0.36047 -2.14173 0.30726  C30 1.196
32 O 0.92653 -3.70485 -1.20109  C27 1.437, C30 1.338
33 H 1.70390 -4.41409 -2.99940  C27 1.086
34 H -0.04614 -4.13047 -2.96998  C27 1.090
35 H 2.20010 -2.04361 -3.07653  C28 1.090
36 H 0.64279 -2.01159 -3.92457  C28 1.086